C9H14 | wB97M-V/def2-TZVPD

Values from the calculation:
Lowest unoccupied orbital energy (spin up / spin down): -0.159 / -0.313 Eh
Molar mass: 122.2 g mol⁻¹
<S²>: 0.768

Geometry as ORCA input:
```
! wB97M-V def2-TZVPD RIJCOSX def2/J DEFGRID3
* xyz 1 2
C -2.630 -2.890 -0.087
C -4.078 -2.182 -0.353
H -2.548 -3.108 0.931
H -2.568 -3.852 -0.478
H -1.895 -2.249 -0.557
H -4.295 -2.214 -1.481
H -3.701 -1.131 -0.240
H -4.807 -2.354 0.316
C -0.239 2.541 1.129
C 0.132 0.296 -0.014
C 0.625 1.535 0.437
C 1.015 -0.655 -0.429
C 2.000 1.775 0.186
C 2.321 -0.347 -0.749
C 2.874 0.860 -0.379
H -0.947 0.070 -0.003
H 0.757 -1.739 -0.441
H -1.197 2.077 1.592
H -0.494 3.393 0.472
H 2.471 2.678 0.701
H 2.911 -1.222 -0.940
H 3.965 1.006 -0.377
H 0.224 3.036 2.062
*
```

=====

C9H14BaFO7 | wB97M-V/def2-TZVPD

Values from the calculation:
Lowest unoccupied orbital energy: -0.001 Eh
Molar mass: 390.5 g mol⁻¹

Geometry as ORCA input:
```
! wB97M-V def2-TZVPD RIJCOSX def2/J DEFGRID3
* xyz -1 1
Ba 1.971 8.326 -13.939
F -1.114 10.163 -13.481
C -2.856 4.483 -12.103
C -4.155 4.019 -12.647
C -4.381 4.198 -14.207
O -5.433 3.860 -14.699
C -3.290 4.907 -14.946
C -2.108 5.229 -14.381
C -1.862 4.955 -12.916
O -0.705 5.198 -12.363
O -1.341 5.950 -15.157
O -5.043 3.490 -11.994
H -2.681 4.310 -11.051
H -3.473 5.142 -15.984
C 6.187 9.622 -14.588
O 5.398 8.589 -15.183
H 6.092 9.686 -13.504
H 7.233 9.485 -14.864
H 5.845 10.585 -14.968
H 5.669 8.475 -16.097
C 1.406 9.801 -18.170
O 1.742 10.566 -17.030
H 1.690 8.751 -18.099
H 0.323 9.866 -18.272
H 1.964 10.191 -19.022
H 2.480 11.151 -17.220
C 4.159 5.973 -10.281
O 3.857 7.334 -10.615
H 3.900 5.778 -9.240
H 3.639 5.311 -10.973
H 5.216 5.847 -10.519
H 4.179 7.921 -9.927
*
```